{"formula": "C9H12BF4Pt", "method": "wB97M-V/def2-TZVPD", "symbols": ["Pt", "C", "C", "C", "C", "C", "C", "C", "C", "C", "H", "H", "H", "H", "H", "H", "H", "H", "H", "H", "H", "H", "F", "B", "F", "F", "F"], "coordinates": [[0.19271, -0.31281, -0.46963], [-2.18439, 1.87980, -2.15259], [-1.05769, 0.89977, -2.28754], [-1.30538, -0.48239, -2.35452], [-0.25504, -1.43090, -2.38759], [-0.54131, -2.91042, -2.40536], [1.07436, -0.94892, -2.37795], [1.36150, 0.44133, -2.37280], [2.78110, 0.93594, -2.34282], [0.28175, 1.33719, -2.28680], [-2.39398, 2.06605, -1.09671], [-3.09295, 1.49395, -2.61149], [-1.92625, 2.83141, -2.61428], [-2.33025, -0.83014, -2.31106], [-0.61155, -3.31499, -1.39616], [0.24789, -3.44628, -2.93008], [-1.48774, -3.10188, -2.90901], [1.89261, -1.65516, -2.38722], [3.10798, 1.11223, -1.31708], [2.85994, 1.87828, -2.88359], [3.45609, 0.21041, -2.79294], [0.49098, 2.39523, -2.17953], [-0.84636, -0.90962, 3.78372], [-0.12588, 0.20096, 3.76412], [-0.15048, 0.24693, 1.33255], [1.19625, 0.12844, 3.78144], [-0.72441, 1.37838, 3.83896]], "atomic_forces_ev_per_a": [[-0.18, 0.28, 0.36], [0.07, -0.06, -0.04], [-0.21, 0.26, -0.01], [-0.11, -0.16, 0.22], [-0.04, -0.31, -0.05], [-0.02, 0.11, -0.16], [0.21, -0.09, -0.29], [0.35, -0.16, 0.27], [-0.10, -0.03, -0.11], [0.00, 0.28, 0.05], [0.01, 0.00, -0.01], [0.01, 0.01, 0.01], [-0.01, -0.01, 0.01], [0.01, -0.05, -0.03], [0.00, 0.03, 0.02], [-0.01, 0.01, 0.01], [0.02, -0.02, 0.01], [0.03, -0.03, -0.08], [-0.02, 0.01, 0.00], [0.02, -0.02, 0.01], [-0.02, 0.02, 0.00], [-0.02, -0.01, -0.06], [0.14, 0.19, -0.04], [-0.03, 0.04, 0.10], [0.00, -0.03, -0.11], [-0.23, 0.00, -0.04], [0.13, -0.25, -0.05]], "mulliken_spin": [1.36, -0.01, 0.13, 0.14, -0.02, 0.01, 0.04, 0.04, 0.01, 0.14, 0.01, 0.00, 0.00, 0.01, 0.00, 0.00, 0.00, 0.01, 0.00, 0.00, 0.00, 0.01, 0.00, 0.00, 0.12, 0.00, 0.00], "charge": 1, "orbital_gap_ev": [9.6, 8.8], "s2": 2.009, "spin_multiplicity": 3}

---

{"formula": "C12H29AlBFN2O2", "method": "wB97M-V/def2-TZVPD", "symbols": ["C", "C", "F", "C", "Al", "B", "N", "O", "H", "H", "H", "H", "H", "H", "H", "H", "H", "H", "H", "C", "C", "C", "C", "C", "C", "N", "O", "C", "C", "C", "H", "H", "H", "H", "H", "H", "H", "H", "H", "H", "H", "H", "H", "H", "H", "H", "H", "H"], "coordinates": [[2.28930, -2.69857, -2.93709], [2.91244, -1.60917, -3.89637], [3.66615, -2.34579, -4.89798], [1.86259, -0.71375, -4.66421], [0.21402, -0.19085, -3.57156], [-1.31453, -1.65127, -3.64720], [-1.53397, -2.47190, -4.87574], [-2.17417, -1.83809, -2.49008], [1.79266, -2.27518, -2.01348], [1.63212, -3.42192, -3.51126], [3.15835, -3.32975, -2.55057], [3.66950, -1.01733, -3.29475], [2.39907, 0.26576, -4.90849], [1.63219, -1.22208, -5.64503], [-0.42529, 1.10065, -4.30599], [0.53711, 0.27628, -2.07468], [-1.06232, -3.37664, -4.76742], [-1.15642, -1.96889, -5.68388], [-1.67759, -2.39887, -1.86671], [-0.17956, -0.17512, 4.18521], [0.47894, 0.39435, 2.89957], [0.90606, 1.86393, 3.11711], [-0.23941, 2.86971, 3.05597], [-1.07503, 2.66706, 1.79635], [-1.57584, 1.21922, 1.64804], [-0.46744, 0.22904, 1.75765], [0.22242, 0.27849, 0.64937], [-2.66015, 0.94652, 2.71525], [-2.34291, 1.08561, 0.31137], [1.77246, -0.43879, 2.73340], [-0.95642, -0.90624, 3.95045], [0.54106, -0.70247, 4.81359], [-0.61684, 0.60293, 4.81383], [1.64056, 2.14722, 2.35475], [1.41567, 1.96164, 4.07993], [-0.86537, 2.79108, 3.94962], [0.16822, 3.88440, 3.06153], [-1.92270, 3.35836, 1.81024], [-0.47239, 2.94796, 0.92559], [-3.00274, -0.09179, 2.67298], [-3.53194, 1.58269, 2.54909], [-2.33791, 1.15239, 3.73388], [-1.73476, 1.36174, -0.55331], [-3.21436, 1.74322, 0.30002], [-2.70000, 0.06268, 0.16556], [1.54521, -1.49136, 2.54560], [2.38068, -0.38459, 3.63899], [2.40329, -0.07256, 1.92089]], "atomic_forces_ev_per_a": [[1.17, -0.65, -0.13], [-0.91, -0.20, -0.12], [-0.30, 0.47, 1.00], [1.40, -0.05, 0.45], [1.41, 1.35, -0.41], [-2.31, -1.45, 0.39], [0.61, 1.20, 1.14], [1.55, -0.67, -1.36], [0.31, -0.23, -1.27], [0.47, 1.03, 0.66], [-1.05, 0.71, -0.45], [-0.87, -0.51, -0.85], [-0.74, -1.15, 0.08], [0.19, 0.44, 0.98], [-0.37, -0.05, -0.19], [0.10, -0.20, 0.30], [-0.46, 0.21, -0.29], [0.12, -0.59, 0.24], [-0.30, 0.48, 0.06], [-0.38, 0.06, 0.24], [0.80, -1.63, 2.67], [-0.31, 0.66, -0.59], [-0.11, -0.11, 0.09], [0.92, 0.19, 0.19], [-3.43, 0.01, 0.16], [3.90, 3.68, -3.75], [-1.98, -1.59, 2.09], [0.14, -0.17, 0.49], [0.73, -0.22, -0.43], [-0.06, 0.08, -0.90], [0.02, 0.11, -0.02], [0.10, 0.17, -0.21], [-0.08, -0.06, -0.11], [-0.06, -0.24, -0.08], [-0.06, -0.39, -0.05], [-0.01, -0.02, -0.04], [0.00, -0.08, 0.01], [-0.14, -0.38, -0.07], [-0.03, -0.26, -0.06], [0.07, 0.10, -0.04], [0.19, -0.02, -0.22], [0.06, -0.07, -0.03], [0.08, -0.18, 0.13], [0.14, -0.02, 0.32], [0.08, 0.06, 0.00], [-0.03, 0.08, 0.00], [-0.34, 0.13, 0.04], [-0.21, -0.07, -0.06]], "lowdin_charge": [-0.10, -0.41, -0.12, -0.26, 0.36, -0.56, 0.11, 0.00, 0.06, 0.08, 0.08, 0.13, 0.06, 0.06, -0.08, -0.09, 0.07, 0.06, 0.08, -0.03, -0.46, -0.12, -0.17, -0.12, -0.47, 0.03, 0.07, -0.03, -0.02, -0.04, 0.09, 0.08, 0.08, 0.13, 0.13, 0.11, 0.12, 0.13, 0.13, 0.10, 0.09, 0.06, 0.08, 0.09, 0.10, 0.10, 0.09, 0.08], "orbital_gap_ev": 2.7}

---

{"formula": "C6H6O", "method": "wB97M-V/def2-TZVPD", "symbols": ["C", "C", "C", "C", "O", "C", "C", "H", "H", "H", "H", "H", "H"], "coordinates": [[-1.03004, 1.53219, -1.43106], [-0.36299, 0.74408, -0.80410], [-0.54173, -0.66196, -0.44873], [0.43629, -1.10399, 0.72871], [-0.22884, -1.13463, 1.97143], [1.50069, -0.09037, 0.67998], [1.54532, 1.00675, 0.12977], [-1.74252, 2.10625, -1.95427], [-1.58522, -0.76950, -0.12891], [-0.41066, -1.22654, -1.38405], [0.76954, -2.12357, 0.53087], [-0.25391, -0.22833, 2.30769], [1.90407, 1.94962, -0.19733]], "atomic_forces_ev_per_a": [[0.09, 0.46, -0.05], [-1.86, -0.24, -0.84], [0.40, -0.64, 0.63], [-0.28, -0.19, -0.60], [-0.02, 0.16, 0.17], [-0.35, 0.38, -0.53], [1.38, -0.21, 0.86], [0.08, 0.70, -0.23], [0.29, -0.34, 0.06], [0.17, -0.18, 0.49], [0.08, 0.07, 0.12], [-0.06, -0.17, -0.02], [0.08, 0.21, -0.06]], "lowdin_charge": [0.16, -0.25, -0.12, -0.38, -0.03, -0.04, 0.08, 0.04, 0.12, 0.13, 0.14, 0.10, 0.06], "e_above_lowest_kcal_mol": 133.5, "orbital_gap_ev": 9.2, "smiles": "C#CC[C@H](O)C#C"}

---

Going through the records in order, we get max |F| values of 0.49, 6.54, 2.05 eV Å⁻¹.
Going through the records in order, we get total energy values of -24317.371, -29974.626, -8360.716 eV.